Record 1
Density functional theory data (ωB97M-V/def2-TZVPD) for a molecular structure, C46H58BF4O4Sn.

The value obtained for the highest occupied orbital energy is -5.2 eV. Its frontier orbital gap is 0.26854 Eh. The net charge is -1. Its spin multiplicity is 1.

Geometry (Å):
Sn 0.10 -1.09 -3.60
C 0.07 -0.19 0.42
O 0.46 -1.08 -0.63
C 1.16 -2.17 -0.19
C 2.54 -2.09 -0.01
C 3.42 -0.99 -0.59
C 2.97 0.44 -0.72
C 3.49 1.39 0.14
C 3.29 2.76 -0.02
C 2.44 3.14 -1.06
C 1.84 2.21 -1.91
C 0.79 2.67 -2.90
C -0.54 2.62 -2.17
C -0.77 3.45 -1.08
C -1.90 3.33 -0.28
C -2.81 2.32 -0.59
C -2.64 1.50 -1.69
C -3.61 0.36 -1.93
C -3.30 -0.75 -0.95
C -4.00 -0.83 0.25
C -3.72 -1.81 1.20
C -2.67 -2.68 0.91
C -1.97 -2.63 -0.28
C -0.89 -3.64 -0.57
C 0.50 -3.39 0.00
C 1.19 -4.44 0.57
C 2.53 -4.34 0.94
C 3.19 -3.17 0.59
C 3.21 -5.50 1.66
C 4.64 -5.14 2.11
C 3.29 -6.71 0.73
C 2.41 -5.85 2.93
C -2.29 -1.67 -1.27
O -1.67 -1.64 -2.43
C -4.55 -2.00 2.47
C -3.65 -1.86 3.71
C -5.68 -0.98 2.58
C -5.17 -3.41 2.45
C -1.51 1.68 -2.50
O -1.37 0.91 -3.64
C -1.80 1.61 -4.81
C -2.16 4.25 0.91
C -0.98 5.19 1.18
C -3.41 5.09 0.61
C -2.39 3.41 2.18
C 2.15 0.84 -1.80
O 1.75 -0.04 -2.70
C 4.01 3.76 0.87
C 3.71 5.21 0.48
C 3.59 3.56 2.33
C 5.53 3.54 0.74
H -0.58 -0.70 1.14
H -0.48 0.63 -0.05
H 0.95 0.21 0.94
H 3.65 -1.33 -1.61
H 4.36 -1.00 -0.03
H 4.10 1.03 0.97
H 2.23 4.18 -1.23
H 0.79 2.00 -3.75
H 1.01 3.68 -3.24
H -0.01 4.19 -0.84
H -3.67 2.15 0.04
H -3.50 -0.01 -2.95
H -4.63 0.71 -1.78
H -4.78 -0.10 0.43
H -2.40 -3.45 1.63
H -0.78 -3.68 -1.66
H -1.22 -4.63 -0.23
H 0.66 -5.38 0.72
H 4.26 -3.07 0.78
H 5.30 -4.98 1.25
H 5.05 -5.96 2.70
H 4.64 -4.24 2.73
H 3.90 -6.47 -0.14
H 2.30 -7.00 0.38
H 3.73 -7.57 1.25
H 2.33 -4.97 3.57
H 2.92 -6.64 3.49
H 1.40 -6.19 2.68
H -3.27 -0.85 3.79
H -2.80 -2.54 3.67
H -4.23 -2.08 4.62
H -5.29 0.03 2.64
H -6.26 -1.17 3.49
H -6.35 -1.05 1.72
H -4.41 -4.18 2.43
H -5.79 -3.53 1.55
H -5.81 -3.56 3.32
H -1.19 2.50 -4.98
H -2.85 1.92 -4.67
H -1.71 0.94 -5.65
H -0.82 5.88 0.34
H -0.07 4.63 1.36
H -1.19 5.79 2.07
H -3.28 5.67 -0.30
H -3.62 5.78 1.44
H -4.28 4.45 0.48
H -1.51 2.80 2.39
H -3.25 2.75 2.07
H -2.57 4.07 3.04
H 2.65 5.44 0.60
H 4.00 5.42 -0.55
H 4.28 5.88 1.13
H 2.52 3.75 2.44
H 4.13 4.25 2.99
H 3.79 2.54 2.66
H 5.83 3.63 -0.31
H 5.82 2.55 1.09
H 6.07 4.29 1.33
F 0.96 0.22 -8.16
B 0.22 -0.51 -7.24
F 0.50 0.00 -5.90
F 0.57 -1.87 -7.25
F -1.16 -0.36 -7.48

Record 2
Density functional theory data (ωB97M-V/def2-TZVPD) for a molecular structure, C46H59I2N9O3S2Si2V at a distorted geometry.

The value obtained for the highest occupied orbital energy (spin up / spin down) is -6.1 / -7.1 eV. Its frontier orbital gap (spin up / spin down) is 0.21174 / 0.25021 Eh. Its spin multiplicity is 4.

Geometry (Å):
V 0.80 -0.84 -0.61
S -0.45 -1.26 3.15
C -1.20 0.15 3.58
N -2.43 0.20 4.10
C -3.10 1.49 4.31
C -2.13 2.44 4.92
N -0.96 2.57 4.06
C -0.37 3.91 3.99
C -1.34 4.87 3.35
C -1.74 4.65 2.03
C -2.65 5.50 1.42
C -3.19 6.57 2.13
C -2.80 6.79 3.44
C -1.88 5.94 4.05
C -0.44 1.50 3.42
S 0.94 1.59 2.51
C -3.22 -0.99 4.46
C -4.53 -1.08 3.72
C -4.53 -1.36 2.35
C -5.73 -1.42 1.65
C -6.93 -1.19 2.31
C -6.94 -0.91 3.67
C -5.74 -0.86 4.37
H -3.95 1.33 4.96
H -3.46 1.87 3.35
H -1.84 2.10 5.91
H -2.60 3.42 5.02
H 0.53 3.83 3.39
H -0.09 4.23 4.99
H -1.32 3.81 1.49
H -2.95 5.33 0.39
H -3.92 7.22 1.66
H -3.21 7.63 3.99
H -1.58 6.12 5.08
H -3.41 -0.95 5.54
H -2.60 -1.85 4.25
H -3.59 -1.51 1.84
H -5.71 -1.63 0.59
H -7.87 -1.24 1.76
H -7.87 -0.74 4.18
H -5.75 -0.65 5.43
C 0.83 -4.49 0.77
Si 1.14 -4.24 -1.07
C -0.38 -4.71 -2.07
C 2.46 -5.53 -1.44
C 1.81 -2.56 -1.52
C 2.77 -2.24 -0.45
C 4.16 -2.44 -0.40
C 4.84 -2.19 0.78
C 4.16 -1.70 1.89
C 2.80 -1.45 1.78
N 2.12 -1.70 0.64
Si 2.31 -2.37 -3.29
C 2.98 -0.65 -3.61
C 3.67 -3.50 -3.93
C 0.84 -2.66 -4.41
H -0.13 -5.01 0.93
H 0.80 -3.56 1.34
H 1.62 -5.11 1.20
H -1.08 -5.29 -1.45
H -0.11 -5.33 -2.93
H -0.92 -3.83 -2.45
H 2.12 -6.53 -1.11
H 3.38 -5.29 -0.90
H 2.70 -5.60 -2.51
H 4.68 -2.83 -1.27
H 5.91 -2.37 0.84
H 4.66 -1.52 2.83
H 2.22 -1.05 2.60
H 3.94 -0.51 -3.10
H 2.28 0.12 -3.26
H 3.14 -0.50 -4.69
H 4.48 -3.66 -3.21
H 4.12 -3.07 -4.84
H 3.28 -4.49 -4.21
H -0.05 -2.15 -4.05
H 0.62 -3.73 -4.49
H 1.06 -2.29 -5.42
I -0.58 1.78 -4.89
C -1.61 0.35 -3.78
C -2.90 -0.05 -4.14
C -3.58 -0.98 -3.40
I -5.51 -1.52 -4.01
C -3.00 -1.56 -2.24
C -3.62 -2.50 -1.39
C -2.97 -2.92 -0.27
C -1.68 -2.44 0.01
N -1.03 -1.61 -0.78
C -1.70 -1.15 -1.89
C -0.96 -0.17 -2.66
O 0.21 0.18 -2.23
H -3.37 0.39 -5.01
H -4.61 -2.88 -1.63
H -3.44 -3.62 0.41
H -1.16 -2.76 0.91
C 6.56 0.95 -2.34
C 6.04 2.39 -2.36
C 5.16 2.65 -3.59
C 5.31 2.76 -1.07
N 3.99 2.13 -0.94
C 3.66 0.89 -0.61
N 2.35 0.80 -0.56
N 1.88 2.05 -0.86
N 2.86 2.85 -1.09
H 7.12 0.74 -3.25
H 5.74 0.23 -2.29
H 7.22 0.78 -1.48
H 6.90 3.06 -2.40
H 4.30 1.97 -3.61
H 5.74 2.49 -4.50
H 4.79 3.68 -3.60
H 5.13 3.83 -1.04
H 5.90 2.48 -0.21
H 4.36 0.09 -0.41
N -1.18 3.29 -1.33
C -2.33 2.59 -0.78
C -1.91 1.44 0.12
O -2.70 0.79 0.75
O -0.60 1.20 0.18
H -1.01 4.18 -0.88
H -1.23 3.44 -2.33
H -0.13 1.86 -0.41
H -2.92 2.12 -1.58
H -3.00 3.22 -0.21

Record 3
Density functional theory data (ωB97M-V/def2-TZVPD) for 6 unconnected molecules or ions with the total composition C46H60BBrN10O17P at a distorted geometry.

The value obtained for the highest occupied orbital energy is -10.9 eV. Its frontier orbital gap is 0.29753 Eh. The net charge is +1. Its spin multiplicity is 1.

Geometry (Å):
C 4.49 1.68 -1.77
C 4.03 0.35 -2.43
B 3.09 -0.57 -1.61
O 2.34 -1.56 -2.17
N 2.98 -0.42 -0.09
C 4.22 -0.71 0.66
C 4.50 -2.21 0.72
O 5.37 -2.69 0.01
O 3.75 -2.92 1.56
C 1.89 0.00 0.49
N 0.81 0.42 -0.29
C -0.22 0.86 0.70
P -1.39 2.14 0.06
O -0.48 2.54 -1.23
Br -3.03 0.86 -0.75
C 0.58 1.24 1.96
C 1.33 2.57 1.88
C 1.93 3.00 3.22
C 3.27 3.74 3.09
C 3.14 5.23 2.72
O 1.82 5.63 2.32
O 0.00 0.91 3.17
C -1.31 1.37 3.50
C -1.39 2.72 4.19
N -1.41 3.87 3.28
C -2.58 4.75 3.41
C -2.20 6.19 3.06
C -1.59 6.31 1.67
O -3.35 7.03 3.18
N 1.71 0.17 1.85
N 1.51 -1.09 2.46
H 5.57 1.74 -1.76
H 4.14 1.79 -0.74
H 4.11 2.53 -2.33
H 4.89 -0.24 -2.75
H 3.46 0.59 -3.33
H 1.54 -1.24 -2.60
H 4.22 -0.20 1.62
H 5.04 -0.32 0.06
H 4.05 -3.84 1.48
H 1.15 1.30 -0.72
H -0.87 0.03 0.99
H -0.90 3.23 -1.75
H 0.71 3.37 1.48
H 2.16 2.45 1.16
H 2.12 2.13 3.85
H 1.23 3.65 3.74
H 3.71 3.71 4.08
H 3.94 3.20 2.43
H 3.83 5.49 1.92
H 3.41 5.86 3.57
H 1.78 5.63 1.36
H -2.00 1.37 2.64
H -1.70 0.62 4.19
H -2.33 2.70 4.77
H -0.59 2.80 4.93
H -1.46 3.49 2.35
H -3.36 4.45 2.70
H -2.97 4.73 4.43
H -1.45 6.52 3.78
H -0.82 5.56 1.50
H -1.16 7.30 1.54
H -2.36 6.18 0.90
H -3.69 7.20 2.30
H 1.77 -1.04 3.43
H 0.57 -1.43 2.35
C -0.21 -1.23 -3.94
C 0.09 -2.59 -4.06
C 0.05 -3.19 -5.31
C -0.29 -2.43 -6.40
C -0.60 -1.09 -6.30
C -0.55 -0.49 -5.06
N -0.33 -3.07 -7.73
O -0.09 -4.26 -7.78
O -0.61 -2.38 -8.68
H -0.19 -0.75 -2.96
H 0.34 -3.18 -3.19
H 0.28 -4.24 -5.42
H -0.88 -0.52 -7.17
H -0.80 0.56 -4.96
C 9.52 5.48 -0.29
C 8.29 6.09 -0.51
C 7.12 5.41 -0.23
C 7.21 4.13 0.28
C 8.42 3.50 0.50
C 9.58 4.19 0.21
N 5.97 3.41 0.60
O 4.91 3.96 0.38
O 6.06 2.29 1.07
H 10.43 6.02 -0.51
H 8.25 7.10 -0.90
H 6.16 5.87 -0.39
H 8.46 2.49 0.89
H 10.54 3.72 0.38
C -7.53 -2.97 -2.68
C -6.98 -1.85 -2.07
C -5.88 -1.23 -2.64
C -5.37 -1.74 -3.82
C -5.90 -2.85 -4.44
C -7.00 -3.48 -3.86
N -4.21 -1.08 -4.44
O -3.73 -0.11 -3.88
O -3.79 -1.54 -5.48
H -8.39 -3.46 -2.23
H -7.40 -1.46 -1.15
H -5.44 -0.35 -2.18
H -5.48 -3.23 -5.35
H -7.44 -4.34 -4.32
C -1.95 -2.89 9.03
C -3.17 -2.46 8.53
C -3.29 -2.14 7.19
C -2.18 -2.26 6.37
C -0.95 -2.68 6.85
C -0.84 -2.99 8.20
N -2.32 -1.93 4.95
O -3.39 -1.54 4.55
O -1.34 -2.07 4.24
H -1.85 -3.14 10.08
H -4.02 -2.37 9.18
H -4.24 -1.80 6.78
H -0.11 -2.76 6.19
H 0.11 -3.33 8.59
C -3.18 -9.31 -4.51
C -4.41 -9.55 -3.91
C -5.46 -8.67 -4.11
C -5.26 -7.56 -4.91
C -4.04 -7.30 -5.52
C -3.00 -8.19 -5.31
N -6.37 -6.63 -5.14
O -7.43 -6.86 -4.59
O -6.17 -5.68 -5.87
H -2.37 -10.00 -4.36
H -4.55 -10.42 -3.29
H -6.42 -8.84 -3.65
H -3.91 -6.43 -6.14
H -2.04 -8.00 -5.78